No. 1
This record from the OMol25 dataset describes a structure of composition C55H55AsCsF5O3P2S5 in a non-equilibrium geometry. The level of theory is ωB97M-V/def2-TZVPD.

Output
- E_LUMO: 3.463 eV
- Energy: -211803.798 eV
- Molar mass: 1289.14 g/mol
- ΔE to the lowest compared entry with this formula, charge and spin: 1.127 eV
- HOMO-LUMO gap: 6.42 eV
- Net charge: -2
- Highest occupied orbital energy: -2.959 eV

Each line ends with the Löwdin charge.
Geometry (Å):
Cs (-1.5751, -0.0051, 0.6319)  1.05
C (-0.7623, -4.2029, 2.0240)  -0.54
C (0.0929, -4.7748, 0.8910)  -0.52
S (0.8122, -3.5084, -0.1813)  0.83
C (0.4268, -4.1385, -1.8230)  -0.55
C (-1.0532, -4.2734, -2.1770)  -0.52
S (-1.9963, -2.7562, -1.9050)  0.83
C (-3.3906, -3.3386, -0.9144)  -0.55
C (-3.0655, -4.0642, 0.3926)  -0.51
S (-2.0914, -3.0750, 1.5542)  0.78
H (-1.1587, -5.0270, 2.6240)  0.07
H (-0.1372, -3.6053, 2.6939)  0.06
H (0.8921, -5.3666, 1.3466)  0.07
H (-0.4960, -5.4647, 0.2844)  0.06
H (0.9121, -3.4222, -2.4898)  0.00
H (0.9252, -5.0985, -1.9838)  0.08
H (-1.1252, -4.5608, -3.2286)  0.07
H (-1.5199, -5.0753, -1.6024)  0.05
H (-3.9565, -2.4268, -0.7015)  0.03
H (-4.0349, -3.9886, -1.5142)  0.08
H (-4.0139, -4.3324, 0.8640)  0.07
H (-2.5359, -4.9984, 0.2024)  0.05
C (4.4025, 3.4149, 2.6794)  -0.11
C (4.8372, 2.3168, 1.9539)  -0.10
C (4.0092, 1.2125, 1.7847)  -0.10
C (2.7326, 1.1914, 2.3349)  -0.32
C (2.2956, 2.3041, 3.0502)  -0.10
C (3.1259, 3.4015, 3.2265)  -0.09
As (1.5022, -0.3603, 2.1006)  1.35
C (2.9466, -1.6764, 1.8939)  -0.35
C (3.6338, -1.9668, 0.7234)  -0.15
C (4.6399, -2.9227, 0.7339)  -0.07
C (4.9362, -3.6091, 1.9068)  -0.09
C (4.2389, -3.3369, 3.0746)  -0.04
C (3.2461, -2.3596, 3.0730)  -0.20
C (2.4559, -1.9332, 4.2460)  -0.20
C (2.5782, -2.4548, 5.5314)  -0.04
C (1.7984, -1.9473, 6.5587)  -0.10
C (0.8902, -0.9257, 6.3067)  -0.09
C (0.7511, -0.4121, 5.0236)  -0.08
C (1.5375, -0.9086, 3.9938)  -0.28
H (5.0479, 4.2754, 2.8110)  0.09
H (5.8289, 2.3085, 1.5155)  0.08
H (4.3782, 0.3679, 1.2170)  0.07
H (1.2902, 2.3293, 3.4470)  0.08
H (2.7637, 4.2558, 3.7869)  0.09
H (3.3681, -1.4663, -0.2004)  0.03
H (5.1758, -3.1387, -0.1825)  0.09
H (5.7132, -4.3650, 1.9079)  0.09
H (4.4755, -3.8783, 3.9835)  0.09
H (3.2831, -3.2532, 5.7320)  0.09
H (1.8930, -2.3531, 7.5593)  0.09
H (0.2721, -0.5354, 7.1063)  0.10
H (0.0073, 0.3460, 4.8265)  0.09
O (-0.6004, 1.9260, 2.2918)  -0.22
C (-1.4922, 1.4335, 3.0201)  -0.84
O (-1.6980, 0.2122, 3.1944)  -0.27
C (-2.4494, 2.4045, 3.6870)  -0.12
C (-3.8000, 2.0909, 3.7827)  -0.02
C (-4.6896, 2.9953, 4.3452)  -0.08
C (-4.2245, 4.2027, 4.8500)  -0.11
C (-2.8724, 4.5120, 4.7723)  -0.10
C (-1.9904, 3.6219, 4.1750)  -0.03
H (-4.1410, 1.1373, 3.3982)  0.12
H (-5.7464, 2.7596, 4.3824)  0.10
H (-4.9183, 4.9070, 5.2945)  0.09
H (-2.5100, 5.4570, 5.1607)  0.09
H (-0.9419, 3.8678, 4.0576)  0.11
C (-4.8769, 0.8201, -3.3381)  -0.15
C (-4.0692, 2.0526, -2.9302)  -0.43
P (-2.4347, 1.5403, -2.2485)  0.90
C (-1.5591, 3.1623, -1.9808)  -0.40
C (-2.0214, 4.3974, -2.7504)  -0.17
C (-1.5945, 0.8660, -3.7496)  -0.42
C (-1.5149, 1.7062, -5.0189)  -0.15
H (-5.9093, 1.0819, -3.5828)  0.07
H (-4.8905, 0.0886, -2.5275)  0.05
H (-4.4414, 0.3358, -4.2154)  0.06
H (-4.5894, 2.5842, -2.1288)  0.07
H (-3.9717, 2.7489, -3.7680)  0.06
H (-0.4992, 2.9588, -2.1698)  0.07
H (-1.6189, 3.3695, -0.9081)  0.06
H (-1.9533, 4.2645, -3.8306)  0.05
H (-1.4233, 5.2732, -2.4840)  0.06
H (-3.0620, 4.6343, -2.5210)  0.06
H (-2.0883, -0.0899, -3.9523)  0.06
H (-0.5925, 0.5753, -3.4216)  0.01
H (-2.5051, 1.9985, -5.3793)  0.06
H (-1.0162, 1.1578, -5.8222)  0.07
H (-0.9405, 2.6201, -4.8559)  0.05
F (-9.3239, 1.4727, 1.2420)  0.06
C (-8.0882, 1.0262, 0.9171)  -0.17
C (-7.0136, 1.8957, 0.8372)  -0.17
F (-7.2027, 3.2021, 1.0929)  0.09
C (-5.7607, 1.4325, 0.4968)  -0.15
F (-4.7443, 2.3164, 0.4424)  0.07
C (-5.4760, 0.0695, 0.2076)  -0.36
O (-4.3163, -0.3353, -0.1097)  -0.24
C (-6.6130, -0.7739, 0.3115)  -0.14
F (-6.4662, -2.0936, 0.0653)  0.08
C (-7.8679, -0.3133, 0.6499)  -0.17
F (-8.9027, -1.1730, 0.7225)  0.08
S (2.8093, -2.4896, -4.5539)  0.13
P (2.9446, -0.8942, -3.3755)  0.01
S (1.5592, -0.5444, -1.9946)  0.24
C (3.1458, 0.5978, -4.4346)  -0.37
C (4.0529, 0.5650, -5.4937)  -0.11
C (4.2360, 1.6753, -6.2998)  -0.10
C (3.5048, 2.8360, -6.0640)  -0.11
C (2.5991, 2.8741, -5.0168)  -0.10
C (2.4246, 1.7598, -4.2020)  -0.11
C (4.5804, -0.8991, -2.5305)  -0.38
C (4.8742, 0.1042, -1.6069)  -0.12
C (6.0933, 0.1223, -0.9506)  -0.09
C (7.0349, -0.8708, -1.2004)  -0.10
C (6.7462, -1.8750, -2.1109)  -0.11
C (5.5240, -1.8873, -2.7753)  -0.12
H (4.5984, -0.3506, -5.6916)  0.09
H (4.9439, 1.6359, -7.1195)  0.09
H (3.6415, 3.7040, -6.6984)  0.09
H (2.0210, 3.7709, -4.8277)  0.10
H (1.7263, 1.7796, -3.3737)  0.05
H (4.1254, 0.8563, -1.3827)  0.10
H (6.3024, 0.9049, -0.2310)  0.08
H (7.9834, -0.8646, -0.6764)  0.09
H (7.4696, -2.6591, -2.3028)  0.09
H (5.2775, -2.6689, -3.4846)  0.05

***

No. 2
This record from the OMol25 dataset describes a structure of composition C55H55AsCsF5O3P2S5. The level of theory is ωB97M-V/def2-TZVPD.

Output
- E_LUMO: 3.343 eV
- Energy: -211804.682 eV
- Molar mass: 1289.14 g/mol
- ΔE to the lowest compared entry with this formula, charge and spin: 0.243 eV
- HOMO-LUMO gap: 6.48 eV
- Net charge: -2
- Highest occupied orbital energy: -3.136 eV

Each line ends with the Löwdin charge.
Geometry (Å):
Cs (1.1034, 1.1799, -1.4129)  0.85
C (2.3455, 2.0135, 2.3240)  -0.54
C (3.8101, 2.1587, 1.9180)  -0.50
S (4.1398, 1.9424, 0.1445)  0.82
C (5.4795, 0.7235, 0.1519)  -0.55
C (5.2191, -0.6048, 0.8514)  -0.54
S (3.7475, -1.4712, 0.2397)  0.84
C (2.9434, -1.9327, 1.7945)  -0.58
C (2.5394, -0.8035, 2.7365)  -0.53
S (1.4826, 0.4571, 1.9730)  0.78
H (1.7584, 2.7593, 1.7820)  0.03
H (2.2542, 2.2272, 3.3921)  0.07
H (4.4473, 1.4706, 2.4742)  0.06
H (4.1179, 3.1704, 2.1903)  0.07
H (6.3893, 1.1715, 0.5602)  0.07
H (5.6507, 0.5547, -0.9140)  0.07
H (5.0947, -0.4570, 1.9236)  0.05
H (6.0931, -1.2461, 0.7185)  0.07
H (3.5750, -2.6381, 2.3391)  0.08
H (2.0577, -2.4932, 1.4933)  -0.01
H (3.4127, -0.2984, 3.1503)  0.06
H (1.9948, -1.2527, 3.5686)  0.03
C (-3.5312, 7.9848, -0.7867)  -0.11
C (-3.6909, 7.3529, 0.4396)  -0.10
C (-3.2001, 6.0700, 0.6333)  -0.09
C (-2.5451, 5.4075, -0.3983)  -0.37
C (-2.3763, 6.0493, -1.6200)  -0.12
C (-2.8719, 7.3315, -1.8174)  -0.10
As (-1.8317, 3.5924, -0.2277)  1.38
C (-1.6772, 3.4426, 1.6990)  -0.32
C (-0.6360, 3.9345, 2.4736)  -0.08
C (-0.6194, 3.6481, 3.8328)  -0.09
C (-1.6180, 2.8645, 4.4012)  -0.08
C (-2.6593, 2.3785, 3.6262)  -0.03
C (-2.7004, 2.6762, 2.2673)  -0.21
C (-3.7529, 2.2543, 1.3211)  -0.21
C (-4.8967, 1.5310, 1.6464)  -0.04
C (-5.8192, 1.2192, 0.6587)  -0.10
C (-5.6008, 1.6109, -0.6574)  -0.11
C (-4.4524, 2.3182, -0.9900)  -0.11
C (-3.5368, 2.6521, -0.0034)  -0.32
H (-3.9106, 8.9887, -0.9346)  0.09
H (-4.1958, 7.8638, 1.2509)  0.09
H (-3.3215, 5.5838, 1.5943)  0.10
H (-1.8333, 5.5523, -2.4160)  0.10
H (-2.7285, 7.8249, -2.7709)  0.10
H (0.1389, 4.5293, 1.9991)  0.08
H (0.1880, 4.0235, 4.4504)  0.10
H (-1.5797, 2.6211, 5.4560)  0.10
H (-3.4241, 1.7586, 4.0779)  0.10
H (-5.0679, 1.2033, 2.6646)  0.11
H (-6.7068, 0.6529, 0.9130)  0.10
H (-6.3212, 1.3535, -1.4245)  0.10
H (-4.2743, 2.6122, -2.0186)  0.10
O (0.8047, 5.6349, 0.2255)  -0.04
C (1.4994, 4.9441, -0.5450)  -0.66
O (1.6682, 3.6973, -0.4982)  -0.33
C (2.1893, 5.6672, -1.7003)  -0.13
C (2.9984, 4.9781, -2.5958)  -0.02
C (3.6000, 5.6455, -3.6552)  -0.09
C (3.3971, 7.0083, -3.8277)  -0.12
C (2.5890, 7.7024, -2.9351)  -0.11
C (1.9901, 7.0325, -1.8780)  -0.04
H (3.1574, 3.9155, -2.4648)  0.10
H (4.2238, 5.0954, -4.3494)  0.10
H (3.8644, 7.5266, -4.6571)  0.09
H (2.4236, 8.7658, -3.0676)  0.09
H (1.3498, 7.5425, -1.1696)  0.11
C (-4.2154, -2.4208, -2.6189)  -0.16
C (-3.2765, -1.2185, -2.6738)  -0.42
P (-1.9918, -1.0858, -1.3517)  0.94
C (-1.1598, -2.7341, -1.5143)  -0.41
C (0.2286, -2.7632, -0.8750)  -0.17
C (-3.0107, -1.3114, 0.1693)  -0.41
C (-2.2293, -1.0174, 1.4492)  -0.15
H (-4.9042, -2.4183, -3.4675)  0.06
H (-4.8133, -2.4176, -1.7064)  0.06
H (-3.6601, -3.3598, -2.6484)  0.06
H (-3.8497, -0.2875, -2.6320)  0.05
H (-2.7313, -1.2001, -3.6220)  0.06
H (-1.0762, -2.9464, -2.5847)  0.08
H (-1.7958, -3.5092, -1.0762)  0.05
H (0.9128, -2.0901, -1.3963)  0.05
H (0.6595, -3.7664, -0.9161)  0.07
H (0.1928, -2.4698, 0.1762)  0.03
H (-3.4398, -2.3173, 0.2016)  0.08
H (-3.8403, -0.6030, 0.0768)  0.05
H (-1.4063, -1.7159, 1.6026)  0.00
H (-2.8740, -1.1022, 2.3267)  0.08
H (-1.8151, -0.0067, 1.4297)  0.05
F (1.0683, -2.2167, -8.2804)  0.06
C (1.4652, -1.5444, -7.1731)  -0.17
C (0.5516, -1.1452, -6.2137)  -0.17
F (-0.7565, -1.4246, -6.3881)  0.08
C (0.9676, -0.4667, -5.0896)  -0.15
F (0.0223, -0.0847, -4.1921)  0.00
C (2.3217, -0.1235, -4.8126)  -0.38
O (2.6851, 0.5035, -3.7766)  -0.20
C (3.2110, -0.5601, -5.8377)  -0.15
F (4.5285, -0.2937, -5.7057)  0.07
C (2.8004, -1.2383, -6.9650)  -0.17
F (3.7076, -1.6168, -7.8897)  0.08
S (-1.3571, -5.7534, 5.2267)  0.09
P (-0.2256, -5.3211, 3.6585)  -0.04
S (0.1965, -3.4401, 3.1883)  0.26
C (-0.9158, -6.1684, 2.1751)  -0.37
C (-1.3021, -7.5040, 2.2739)  -0.11
C (-1.7847, -8.1793, 1.1651)  -0.10
C (-1.8955, -7.5233, -0.0564)  -0.11
C (-1.5228, -6.1923, -0.1584)  -0.09
C (-1.0327, -5.5173, 0.9545)  -0.11
C (1.3817, -6.2168, 3.7850)  -0.38
C (2.3035, -6.1093, 2.7448)  -0.10
C (3.5239, -6.7606, 2.8151)  -0.10
C (3.8428, -7.5209, 3.9355)  -0.12
C (2.9323, -7.6270, 4.9754)  -0.11
C (1.7029, -6.9809, 4.8977)  -0.12
H (-1.2325, -7.9996, 3.2353)  0.09
H (-2.0809, -9.2184, 1.2507)  0.09
H (-2.2745, -8.0500, -0.9244)  0.09
H (-1.6088, -5.6779, -1.1087)  0.09
H (-0.7328, -4.4775, 0.8934)  0.04
H (2.0611, -5.4956, 1.8845)  0.09
H (4.2322, -6.6703, 2.0001)  0.10
H (4.8002, -8.0255, 3.9946)  0.09
H (3.1781, -8.2153, 5.8521)  0.09
H (0.9754, -7.0565, 5.6971)  0.05